A structure of composition C12H24AlF3LaNOS2. Source: the OMol25 dataset; level of theory: ωB97M-V with the def2-TZVPD basis set.

CARTESIAN COORDINATES (ANGSTROEM)
C: 4.442 -2.213 1.379
C: 4.029 -0.727 1.399
N: 4.273 -0.165 0.063
C: 5.724 -0.158 -0.292
C: 6.063 -0.926 -1.566
C: 3.607 0.963 -0.352
S: 3.944 1.763 -1.725
S: 2.299 1.633 0.701
C: 0.923 1.548 -0.475
C: -0.246 2.317 0.144
C: -1.097 1.527 1.046
Al: -2.411 1.101 -0.550
C: -4.196 1.526 0.433
C: -5.010 0.655 -0.479
O: -6.087 0.218 0.306
C: -6.991 -0.629 -0.375
C: -6.457 -2.058 -0.543
F: -5.343 -2.252 0.189
F: -7.352 -2.962 -0.173
F: -6.126 -2.307 -1.819
H: 4.626 -2.578 2.388
H: 3.618 -2.807 0.941
H: 5.315 -2.412 0.765
H: 4.611 -0.194 2.160
H: 2.971 -0.639 1.645
H: 6.059 0.878 -0.358
H: 6.258 -0.597 0.552
H: 6.295 -1.973 -1.360
H: 6.893 -0.459 -2.094
H: 5.210 -0.915 -2.245
H: 1.230 1.982 -1.425
H: 0.655 0.504 -0.663
H: 0.042 3.246 0.662
H: -0.847 2.689 -0.743
H: -1.637 2.069 1.817
H: -0.691 0.594 1.431
H: -2.359 2.053 -1.839
H: -2.164 -0.434 -0.946
H: -4.130 1.145 1.450
H: -4.415 2.591 0.430
H: -5.328 1.195 -1.379
H: -4.411 -0.226 -0.823
H: -7.222 -0.240 -1.370
H: -7.904 -0.665 0.216
La: 3.337 -3.662 3.478

Forces on the atoms, in the same order (eV/Å):
-1.0 0.4 -0.5
0.3 -0.4 -0.2
0.4 0.9 0.9
0.3 -0.4 -0.1
-0.4 -0.1 -0.1
-0.2 -0.1 -0.4
0.0 0.0 -0.1
-0.2 -0.5 0.1
0.0 0.1 0.0
-0.2 -0.6 -0.7
0.3 0.4 1.9
-0.3 -0.8 -1.4
0.1 0.8 0.9
0.2 -0.2 0.0
0.0 0.0 -0.1
-0.1 -0.1 -0.1
0.1 0.0 0.0
0.0 0.0 0.1
-0.2 -0.1 0.0
0.1 0.0 -0.1
2.0 1.0 -0.7
0.1 -0.2 -0.1
0.1 0.0 0.2
0.0 0.0 0.0
0.1 0.1 0.0
-0.2 0.0 -0.1
0.0 0.1 0.0
0.1 0.1 0.0
0.1 -0.1 0.1
0.1 0.1 0.0
0.1 0.1 0.1
-0.1 0.1 0.1
-0.2 0.1 -0.2
0.0 0.3 0.0
-0.1 0.0 -0.1
-0.3 -0.2 -0.4
-0.1 0.2 0.2
0.4 0.2 0.2
0.0 -0.1 -0.1
0.2 0.0 -0.2
0.0 0.0 0.1
-0.1 0.1 -0.1
-0.1 0.0 0.0
0.1 0.0 0.1
-1.5 -1.2 1.2

## Properties
- Multiplicity: 1
- Strongest force on any atom: 2.37 eV/A
- Charge: +2
- DFT total energy: -1970.6931 Ha
- HOMO energy: -0.441 hartree
- Kohn-Sham gap: 2.206 eV

natural (NBO) population analysis, charges in e, atoms 1 to 8: C -0.5901; C -0.2411; N -0.4420; C -0.2262; C -0.6279; C -0.0976; S 0.0371; S 0.2411

=====

A structure of composition C23H30BrIMoN2O7P2Si. Source: the OMol25 dataset; level of theory: ωB97M-V with the def2-TZVPD basis set.

CARTESIAN COORDINATES (ANGSTROEM)
Mo: -0.255 0.378 0.779
C: 3.792 -0.632 -1.276
Si: 2.826 -0.863 0.292
C: 3.809 -0.761 1.870
C: 1.897 -2.467 0.210
N: 1.595 0.526 0.352
C: 2.019 1.851 0.090
C: 3.325 2.328 0.217
C: 3.609 3.648 -0.082
C: 2.609 4.516 -0.510
C: 1.300 4.073 -0.625
C: 1.042 2.759 -0.312
O: -0.254 2.222 -0.339
C: -1.062 2.445 -1.495
C: -0.503 2.317 -2.752
C: -1.338 2.478 -3.850
C: -2.689 2.747 -3.670
C: -3.218 2.861 -2.391
C: -2.398 2.711 -1.280
H: 4.480 -1.475 -1.380
H: 4.382 0.281 -1.316
H: 3.129 -0.650 -2.144
H: 4.331 -1.708 2.027
H: 3.138 -0.606 2.719
H: 4.560 0.028 1.887
H: 1.382 -2.743 1.127
H: 2.642 -3.242 0.005
H: 1.185 -2.500 -0.615
H: 4.112 1.674 0.560
H: 4.624 4.007 0.020
H: 2.848 5.543 -0.747
H: 0.502 4.729 -0.949
H: 0.553 2.110 -2.875
H: -0.928 2.391 -4.846
H: -3.332 2.871 -4.530
H: -4.270 3.071 -2.256
H: -2.786 2.781 -0.273
N: -1.284 0.071 5.451
C: -1.757 -0.316 4.065
C: -3.171 -0.880 4.171
P: -1.689 1.122 2.949
O: -2.354 2.227 3.851
O: -2.360 0.773 1.649
O: -0.220 1.399 2.607
P: -0.569 -1.614 3.404
O: 0.787 -1.100 4.113
O: -0.991 -2.937 3.856
O: -0.446 -1.310 1.909
H: -1.818 0.864 5.819
H: -0.284 0.303 5.437
H: -1.407 -0.723 6.087
H: -3.861 -0.147 4.592
H: -3.167 -1.788 4.775
H: -3.528 -1.146 3.178
H: -2.465 3.120 3.493
H: 1.280 -1.832 4.514
Br: -0.042 -3.708 -2.983
C: -1.069 -3.918 -1.417
C: -1.250 -5.195 -0.902
C: -2.013 -5.384 0.238
C: -2.615 -4.305 0.871
C: -2.447 -3.029 0.366
C: -1.662 -2.846 -0.764
I: -1.416 -0.888 -1.476
H: -0.794 -6.037 -1.405
H: -2.142 -6.384 0.629
H: -3.216 -4.458 1.757
H: -2.918 -2.177 0.838

Forces on the atoms, in the same order (eV/Å):
-0.1 -0.2 -0.1
0.0 0.0 0.0
0.1 -0.1 0.0
0.0 0.0 0.0
0.0 0.0 0.0
-0.1 0.0 0.1
0.0 0.0 0.0
0.0 0.0 0.0
0.0 0.0 0.0
0.0 0.0 0.0
0.0 0.0 0.0
-0.1 0.0 0.0
0.1 -0.1 0.1
0.0 0.0 0.0
0.0 0.0 0.0
0.0 0.0 0.0
0.0 0.0 0.0
0.0 0.0 0.0
0.0 0.0 0.0
0.0 0.0 0.0
0.0 0.0 0.0
0.0 0.0 0.0
0.0 0.0 0.0
0.0 0.0 0.0
0.0 0.0 0.0
0.0 0.0 0.0
0.0 0.0 0.0
0.0 0.0 0.0
0.0 0.0 0.0
0.0 0.0 0.0
0.0 0.0 0.0
0.0 0.0 0.0
0.0 0.0 0.0
0.0 0.0 0.0
0.0 0.0 0.0
0.0 0.0 0.0
0.0 0.0 0.0
0.0 0.0 0.0
0.1 0.0 0.0
0.0 0.0 0.0
-0.2 -0.1 -0.1
0.1 0.0 0.0
0.0 0.0 0.0
0.2 0.2 0.1
0.0 0.0 0.0
0.0 0.0 0.0
0.0 0.0 0.0
0.1 0.1 0.0
0.0 0.0 0.0
0.0 0.0 0.0
0.0 0.0 0.0
0.0 0.0 0.0
0.0 0.0 0.0
0.0 0.0 0.0
0.0 0.0 0.0
0.0 0.0 0.0
0.0 0.0 0.0
0.0 0.0 0.0
0.0 0.0 0.0
0.0 0.0 0.0
0.0 0.0 0.0
0.0 0.1 0.0
0.0 -0.1 0.0
0.0 0.1 0.0
0.0 0.0 0.0
0.0 0.0 0.0
0.0 0.0 0.0
0.0 0.0 0.0

## Properties
- Multiplicity: 3
- Strongest force on any atom: 0.29 eV/A
- Charge: +2
- Energy relative to the best compared isomer or geometry (same formula, charge and spin): 0.0 kJ/mol
- DFT total energy: -5442.5466 Ha
- HOMO energy (alpha / beta): -0.511 / -0.511 hartree
- Kohn-Sham gap (alpha / beta): 6.806 / 7.736 eV

natural (NBO) population analysis, charges in e, atoms 1 to 8: Mo 1.4379; C -1.1394; Si 1.7715; C -1.1363; C -1.1496; N -0.7660; C 0.0192; C -0.1832

=====

A cluster of 2 separate species, C4H13NO2 in total. Source: the OMol25 dataset; level of theory: ωB97M-V with the def2-TZVPD basis set.

CARTESIAN COORDINATES (ANGSTROEM)
C: -0.504 0.352 -0.289
C: -1.015 1.543 0.518
C: -2.476 1.422 0.916
O: -0.210 1.952 1.604
C: 1.025 0.359 -0.385
N: 1.500 1.493 -1.152
H: -0.765 0.444 -1.329
H: -0.824 -0.597 0.143
H: -0.961 2.377 -0.191
H: -2.542 0.829 1.819
H: -2.774 2.426 1.210
H: -3.112 1.113 0.097
H: 0.175 1.155 1.994
H: 1.427 -0.567 -0.814
H: 1.523 0.388 0.588
H: 0.917 2.023 -1.775
H: 2.086 2.129 -0.637
H: 2.231 -5.570 -1.059
H: 2.267 -6.750 -0.174
O: 2.031 -6.520 -1.083

Forces on the atoms, in the same order (eV/Å):
1.5 -0.3 1.0
-0.5 0.7 -1.5
0.7 0.9 0.5
0.2 -0.7 0.3
0.3 0.2 -0.1
1.2 0.3 0.0
-1.0 -0.2 -0.3
-0.3 -0.1 -0.2
0.1 0.2 0.2
-0.3 -0.6 0.0
-0.3 0.1 0.1
-0.1 -0.4 0.0
-0.1 0.3 0.1
-0.5 -0.1 -0.2
-0.2 0.2 0.1
-0.5 -0.4 0.1
-0.1 0.0 0.0
-0.2 -0.3 -0.4
-0.1 -0.4 -0.2
0.3 0.7 0.6

## Properties
- SMILES: C[C@@H](O)CCN.O
- Multiplicity: 1
- Strongest force on any atom: 1.83 eV/A
- Charge: 0
- Energy relative to the best compared isomer or geometry (same formula, charge and spin): 91.1 kJ/mol
- DFT total energy: -365.4078 Ha
- HOMO energy: -0.327 hartree
- Kohn-Sham gap: 9.534 eV

natural (NBO) population analysis, charges in e, atoms 1 to 8: C -0.4404; C 0.0976; C -0.6258; O -0.7088; C -0.1998; N -0.8721; H 0.2130; H 0.2004